Arrangement i

3 unconnected molecules or ions with the total composition C2H12NO2S2, computed with ωB97M-V with the def2-TZVPD basis set.

Calculated values
Highest occupied orbital energy in eV: -13.00
Total charge: +1
LUMO in eV: -3.22
Molecular weight in g mol⁻¹: 146.26
HOMO-LUMO gap in eV: 9.78

Each line ends with the natural charge from an NBO analysis.
Element x y z (Å)
1 S 1.25874 -0.47600 1.93726  0.119
2 S 1.43031 1.33406 0.95998  -0.148
3 O -0.15111 1.12151 -2.70012  -0.982
4 O -2.50825 -0.68718 -2.52062  -0.960
5 N -1.83646 -0.03341 0.21164  -0.692
6 C 0.09872 -1.59025 0.96143  -0.556
7 C -0.65512 -0.97572 -0.12103  -0.255
8 H 0.01050 -0.25727 -0.70264  0.258
9 H -0.50832 -1.88755 1.84471  0.245
10 H 0.66315 -2.43072 0.54343  0.267
11 H -2.48159 0.01465 -0.60450  0.477
12 H -0.46171 1.39232 -3.57609  0.492
13 H -2.33309 -0.40775 1.02084  0.430
14 H -1.09797 -1.66898 -0.86582  0.245
15 H -2.78828 0.07818 -3.03479  0.490
16 H 2.51356 1.32611 0.18274  0.141
17 H -1.57742 -0.81811 -2.73012  0.491
18 H -1.54798 0.91785 0.43340  0.444
19 H 0.78356 1.35933 -2.61636  0.494

=====

Arrangement ii

3 unconnected molecules or ions with the total composition C2H12NO2S2, computed with ωB97M-V with the def2-TZVPD basis set.

Calculated values
Highest occupied orbital energy in eV: -12.39
Total charge: +1
LUMO in eV: -3.14
Molecular weight in g mol⁻¹: 146.26
HOMO-LUMO gap in eV: 9.25

Each line ends with the natural charge from an NBO analysis.
Element x y z (Å)
1 S 2.27211 -1.92294 -1.18854  -0.078
2 S 1.55528 -1.16248 0.50134  0.111
3 O -1.97382 3.28039 -1.42171  -0.976
4 O -2.89796 -0.36048 0.88079  -0.969
5 N -1.11017 1.86421 0.79557  -0.699
6 C -0.13052 0.77362 1.29703  -0.212
7 C 0.12157 -0.09735 0.08753  -0.562
8 H 1.56363 -3.05705 -1.37183  0.132
9 H -2.05996 1.47136 0.87662  0.464
10 H -0.64379 0.25381 2.08929  0.243
11 H -1.04312 2.17891 -0.18041  0.461
12 H -2.13290 4.14669 -1.81403  0.509
13 H -1.02162 2.67247 1.40130  0.432
14 H -0.74578 -0.69442 -0.12856  0.219
15 H 0.66675 1.36815 1.69812  0.229
16 H -2.89307 -0.90871 0.08179  0.486
17 H -3.83373 -0.51084 1.09980  0.499
18 H 0.37694 0.49100 -0.79257  0.224
19 H -1.93691 2.67932 -2.17607  0.488

=====

The data favor arrangement ii; the next most stable structure lies 0.297 eV above it.

=====

Arrangement i

A molecular structure, C4H13N2O2P, computed with ωB97M-V with the def2-TZVPD basis set.

Calculated values
Highest occupied orbital energy in eV: -8.16
Total charge: 0
LUMO in eV: 0.67
Molecular weight in g mol⁻¹: 152.13
HOMO-LUMO gap in eV: 8.83

Each line ends with the natural charge from an NBO analysis.
Element x y z (Å)
1 P 1.94117 -1.88149 -0.56873  0.876
2 O 0.97381 0.13872 -0.60164  -0.652
3 O -1.21321 0.86861 -0.79038  -0.478
4 N 2.74665 -1.78318 -1.87568  -1.164
5 N 3.50680 1.58329 1.37287  -1.080
6 C 0.10622 0.92029 -0.97325  0.683
7 C -3.13959 -0.47680 -0.72717  -0.606
8 C -1.70309 -0.24375 -0.07405  0.087
9 C -1.76827 0.18179 1.37413  -0.635
10 H -0.87431 -0.22447 1.76205  0.229
11 H 4.07668 1.22475 2.05699  0.362
12 H 2.76982 0.96828 1.09282  0.361
13 H 2.95951 2.47661 1.59393  0.357
14 H 2.92981 -1.50318 0.36603  -0.113
15 H -1.89638 1.21711 1.40910  0.222
16 H -3.67155 0.45915 -0.70882  0.211
17 H -1.12134 -1.10322 -0.27881  0.201
18 H 0.47818 1.69503 -1.64274  0.148
19 H -3.01697 -0.85375 -1.74434  0.215
20 H -3.67710 -1.14178 -0.15478  0.206
21 H -2.75377 -0.28074 1.76297  0.214
22 H 2.34693 -2.24126 -2.65051  0.356

=====

Arrangement ii

2 unconnected molecules or ions with the total composition C4H13N2O2P, computed with ωB97M-V with the def2-TZVPD basis set.

Calculated values
Highest occupied orbital energy in eV: -9.31
Total charge: 0
LUMO in eV: 0.61
Molecular weight in g mol⁻¹: 152.13
HOMO-LUMO gap in eV: 9.93

Each line ends with the natural charge from an NBO analysis.
Element x y z (Å)
1 P 1.84266 -0.10506 -0.12898  2.233
2 O 2.51354 0.00108 1.19853  -1.035
3 O -1.44820 0.53835 -0.92233  -0.754
4 N 1.84917 1.17358 -1.10235  -0.965
5 N 1.13838 -1.37647 -0.68988  -1.039
6 C -2.80073 -1.06638 0.30135  -0.631
7 C 2.21747 2.45941 -0.52896  -0.426
8 C -2.06541 0.18812 0.31653  -0.061
9 C 1.07916 -2.63155 -0.03815  -0.415
10 H 1.32530 -2.66321 1.00400  0.189
11 H 1.43951 3.15256 -0.32862  0.203
12 H -3.19362 -1.42161 1.24402  0.229
13 H -2.75256 0.98312 0.56270  0.172
14 H 1.82318 -3.30800 -0.48086  0.194
15 H -3.68728 -1.00894 -0.38282  0.207
16 H -1.29577 -0.22481 -1.52415  0.481
17 H 2.82054 2.41634 0.40621  0.241
18 H 0.05484 -3.12461 -0.03448  0.185
19 H -2.00102 -1.74511 -0.20166  0.199
20 H 2.87720 2.92126 -1.35573  0.196
21 H -1.25102 0.13105 1.05048  0.159
22 H 1.06820 1.32286 -1.71037  0.438

=====

The data favor arrangement ii; the next most stable structure lies 1.822 eV above it.